{"formula": "C6H14Cl2MnN3O2", "method": "ωB97M-V/def2-TZVPD", "charge": 1, "homo_energy_ev": [-13.26, -12.93], "homo_lumo_gap_ev": [9.92, 9.91], "lumo_energy_ev": [-3.342, -3.019], "total_energy_ha": -2622.9391, "multiplicity": 2, "elements": ["Mn", "N", "C", "C", "N", "C", "C", "N", "H", "H", "H", "H", "H", "H", "H", "H", "H", "H", "H", "H", "H", "Cl", "C", "Cl", "C", "O", "O", "H"], "positions_angstrom": [[-0.285, -0.444, 0.227], [-0.256, 0.159, 2.426], [0.146, 1.567, 2.600], [-0.439, 2.396, 1.469], [-0.084, 1.840, 0.156], [1.261, 2.174, -0.340], [2.285, 1.092, -0.038], [1.802, -0.220, -0.516], [0.267, -0.435, 3.059], [-1.232, 0.054, 2.691], [-0.203, 1.974, 3.550], [1.234, 1.622, 2.595], [-1.527, 2.380, 1.544], [-0.104, 3.433, 1.568], [-0.766, 2.169, -0.516], [1.202, 2.299, -1.423], [1.618, 3.117, 0.085], [3.226, 1.376, -0.513], [2.458, 1.005, 1.034], [1.778, -0.224, -1.531], [2.467, -0.935, -0.245], [-4.791, -1.456, -1.660], [-4.024, -1.310, -0.082], [-4.592, 0.130, 0.797], [-2.514, -1.165, -0.227], [-1.772, -1.926, 0.457], [-2.036, -0.248, -0.947], [-4.272, -2.177, 0.517]], "forces_ev_per_a": [[-0.38, 1.33, 0.30], [0.28, -0.41, -0.81], [-0.08, 0.15, -0.11], [0.06, -0.07, 0.17], [0.05, -1.09, -0.08], [0.17, 0.00, 0.05], [0.00, 0.17, -0.04], [-0.94, 0.11, 0.44], [0.00, -0.07, 0.02], [-0.07, -0.10, -0.02], [0.06, -0.02, 0.04], [-0.02, -0.02, 0.06], [-0.02, 0.04, -0.02], [-0.05, 0.02, -0.03], [-0.10, -0.12, -0.06], [-0.04, 0.05, 0.00], [-0.04, 0.05, -0.07], [0.06, -0.07, 0.06], [0.06, -0.01, -0.03], [-0.02, -0.07, -0.08], [-0.06, -0.17, 0.01], [0.06, -0.01, 0.10], [0.02, 0.06, -0.19], [0.01, -0.02, 0.07], [-0.30, 0.01, -0.15], [0.57, 0.43, 0.24], [0.69, -0.12, 0.16], [0.03, -0.04, -0.02]]}



{"formula": "C2F3NO5RbS2", "method": "ωB97M-V/def2-TZVPD", "charge": -1, "relative_energy_ev": 0.000, "homo_energy_ev": -2.15, "homo_lumo_gap_ev": 3.52, "lumo_energy_ev": 1.374, "total_energy_ha": -1627.2892, "elements": ["Rb", "N", "S", "O", "S", "O", "O", "C", "F", "F", "F", "O", "C", "O"], "positions_angstrom": [[-1.830, 1.134, -1.332], [1.718, -0.335, 1.035], [1.490, -1.086, -0.502], [0.598, 0.026, -1.310], [0.525, -0.423, 2.055], [-0.844, -0.336, 1.456], [0.758, 0.460, 3.206], [0.483, -2.119, 2.865], [0.127, -3.067, 2.008], [1.690, -2.406, 3.341], [-0.382, -2.115, 3.875], [0.540, 2.754, -2.694], [1.592, 2.205, -2.734], [2.663, 2.025, -3.165]], "forces_ev_per_a": [[0.97, -0.47, 0.52], [-0.50, -0.61, 0.58], [-0.93, 1.49, -0.10], [0.58, -0.33, -0.29], [-0.72, 1.41, -0.96], [1.19, -0.20, 0.77], [-0.19, -0.96, -0.84], [0.15, 1.40, -0.76], [-0.13, -0.52, -0.16], [0.38, -0.38, 0.32], [-0.37, -0.28, 0.53], [0.45, -1.07, 0.98], [-0.45, 1.32, -1.85], [-0.41, -0.80, 1.26]]}



{"formula": "C7H14N2Si", "method": "ωB97M-V/def2-TZVPD", "charge": 0, "relative_energy_ev": 1.966, "homo_energy_ev": [-5.08, -9.11], "homo_lumo_gap_ev": [5.91, 6.59], "lumo_energy_ev": [0.838, -2.521], "total_energy_ha": -673.8802, "multiplicity": 3, "elements": ["C", "C", "C", "C", "C", "C", "C", "N", "N", "Si", "H", "H", "H", "H", "H", "H", "H", "H", "H", "H", "H", "H", "H", "H"], "positions_angstrom": [[-0.432, 3.088, -0.846], [-0.543, 1.708, -1.165], [0.426, 1.109, -0.409], [-1.518, 0.967, -1.989], [1.793, -2.035, -0.409], [-1.337, -2.091, 0.640], [0.723, -0.564, 2.395], [0.567, 3.331, 0.014], [1.015, 2.108, 0.299], [0.405, -1.333, 0.660], [-1.017, 3.834, -1.314], [-2.003, 0.117, -1.346], [-2.360, 1.733, -2.238], [-1.183, 0.616, -2.916], [1.470, -3.054, -0.924], [2.209, -1.390, -1.161], [2.563, -2.405, 0.208], [-1.777, -2.915, 1.189], [-1.877, -1.176, 0.718], [-1.423, -2.490, -0.405], [0.592, 0.488, 2.208], [0.142, -0.782, 3.242], [1.865, -0.835, 2.621], [1.701, 1.973, 0.928]], "forces_ev_per_a": [[0.85, -1.17, 0.21], [-0.07, -0.66, -0.19], [0.81, 2.95, 0.16], [-3.59, 1.14, 1.69], [-1.59, -2.52, -0.72], [1.22, -1.21, -1.97], [3.64, -0.82, -1.68], [-1.48, -0.04, -0.34], [-1.14, -0.85, -2.29], [-1.56, -1.42, 1.40], [-0.34, 0.89, -0.08], [0.88, 1.45, -1.43], [1.12, -1.50, 0.33], [0.74, -0.77, -1.25], [0.17, 2.25, 0.77], [0.07, 0.44, -0.33], [1.35, -0.09, 0.91], [0.26, 0.09, 0.88], [-1.14, 0.45, 0.13], [-0.20, 0.68, 0.45], [0.39, 0.72, 0.26], [-0.91, -0.86, 0.83], [-2.30, 0.98, -0.17], [2.80, -0.13, 2.41]]}



{"formula": "C16H16ClN4O8S", "method": "ωB97M-V/def2-TZVPD", "charge": -1, "homo_energy_ev": -4.76, "homo_lumo_gap_ev": 6.18, "lumo_energy_ev": 1.418, "total_energy_ha": -2298.4263, "elements": ["O", "C", "O", "C", "C", "C", "Cl", "C", "C", "C", "N", "C", "C", "C", "C", "C", "C", "S", "H", "H", "H", "H", "H", "H", "H", "C", "N", "O", "O", "H", "H", "H", "C", "N", "O", "O", "H", "H", "H", "C", "N", "O", "O", "H", "H", "H"], "positions_angstrom": [[3.985, -0.009, 2.373], [3.514, -0.085, 1.215], [2.889, -1.066, 0.741], [3.684, 1.119, 0.271], [4.830, 1.355, -0.494], [4.926, 2.446, -1.329], [6.419, 2.657, -2.254], [3.887, 3.354, -1.485], [2.748, 3.107, -0.740], [2.633, 2.024, 0.127], [1.428, 1.801, 0.876], [0.252, 1.808, 0.035], [-0.603, 0.729, 0.138], [-1.767, 0.761, -0.735], [-1.996, 1.863, -1.589], [-1.090, 2.923, -1.647], [0.011, 2.865, -0.837], [1.282, 4.145, -0.846], [5.640, 0.630, -0.402], [3.945, 4.201, -2.167], [1.292, 2.582, 1.524], [-0.356, -0.066, 0.836], [-2.444, -0.089, -0.693], [-2.858, 1.908, -2.255], [-1.223, 3.771, -2.316], [4.171, -3.937, 1.924], [3.949, -5.394, 1.701], [3.044, -5.724, 0.963], [4.695, -6.164, 2.278], [3.440, -3.370, 1.353], [4.057, -3.748, 2.988], [5.179, -3.707, 1.592], [-5.081, -0.561, 2.003], [-3.840, 0.257, 1.970], [-3.930, 1.428, 2.273], [-2.829, -0.312, 1.630], [-5.904, 0.075, 2.309], [-5.237, -0.942, 0.998], [-4.935, -1.370, 2.713], [-5.494, -2.250, -2.233], [-5.275, -0.789, -2.048], [-4.344, -0.288, -2.633], [-6.055, -0.207, -1.314], [-4.732, -2.631, -2.904], [-5.421, -2.719, -1.256], [-6.486, -2.380, -2.657]], "forces_ev_per_a": [[0.17, 0.66, -0.73], [-0.19, -1.15, 0.82], [0.26, 0.50, -0.48], [-0.17, 0.26, -0.18], [0.16, -0.83, 0.62], [0.20, 0.14, -0.24], [-0.36, 0.06, 0.15], [0.15, 0.05, -0.13], [-1.04, 0.12, 0.17], [0.24, -0.33, 0.25], [-0.46, 0.68, -0.14], [0.37, -0.80, 0.60], [-1.68, 0.75, -1.98], [1.38, 0.49, 0.74], [0.03, -0.75, 0.35], [-0.31, -0.10, -0.10], [1.39, 0.54, 0.29], [0.00, -0.12, -0.26], [-0.05, 0.36, -0.15], [0.05, -0.26, 0.15], [0.30, -0.18, 0.07], [-0.19, 0.08, -0.28], [0.04, 0.32, -0.23], [0.10, -0.29, 0.29], [-0.08, -0.25, 0.09], [-0.31, 0.22, -0.22], [0.08, 0.28, 0.06], [0.04, -0.19, 0.04], [-0.07, -0.11, -0.05], [0.05, 0.07, 0.04], [0.12, -0.01, -0.01], [0.02, -0.04, 0.12], [-0.30, 0.05, 0.04], [-0.12, 0.06, 0.05], [0.06, -0.02, 0.03], [-0.08, -0.19, 0.33], [0.05, 0.04, -0.05], [0.00, -0.04, 0.04], [0.13, -0.02, -0.09], [0.09, -0.17, -0.11], [0.01, -0.06, -0.04], [-0.12, 0.11, 0.02], [0.13, -0.07, -0.05], [0.03, 0.09, 0.03], [-0.10, 0.03, 0.00], [-0.03, 0.02, 0.13]]}



{"formula": "C28H25BrMnN8O2SbSe4", "method": "ωB97M-V/def2-TZVPD", "charge": -1, "relative_energy_ev": 0.648, "homo_energy_ev": [-3.16, -3.46], "homo_lumo_gap_ev": [4.75, 4.17], "lumo_energy_ev": [1.591, 0.709], "total_energy_ha": -15241.6479, "multiplicity": 6, "elements": ["Mn", "N", "C", "N", "C", "N", "N", "C", "C", "C", "C", "C", "C", "N", "C", "C", "C", "C", "C", "C", "H", "H", "H", "H", "H", "H", "H", "H", "H", "H", "H", "C", "O", "C", "C", "C", "Br", "C", "C", "C", "O", "C", "N", "C", "C", "C", "C", "C", "C", "N", "H", "H", "H", "H", "H", "H", "H", "H", "H", "H", "H", "Se", "Sb", "Se", "Se", "Se", "N", "H", "H", "H"], "positions_angstrom": [[-0.228, -0.131, 0.178], [1.749, -2.515, -3.016], [0.797, -2.043, -2.185], [1.048, -1.367, -1.119], [2.406, -1.080, -0.768], [2.631, -0.392, 0.302], [1.504, -0.115, 0.960], [1.422, 0.767, 2.074], [0.189, 0.848, 2.652], [-0.064, 1.567, 3.887], [-1.296, 1.538, 4.436], [-2.361, 0.810, 3.795], [-2.109, 0.188, 2.616], [-0.897, 0.198, 2.010], [3.469, -1.548, -1.653], [4.821, -1.295, -1.429], [5.779, -1.714, -2.334], [5.404, -2.418, -3.474], [4.069, -2.707, -3.697], [3.110, -2.264, -2.797], [1.460, -3.054, -3.814], [-0.236, -2.264, -2.440], [2.280, 1.303, 2.457], [0.760, 2.091, 4.356], [-1.489, 2.058, 5.367], [-3.350, 0.763, 4.227], [-2.884, -0.346, 2.076], [5.096, -0.758, -0.531], [6.824, -1.497, -2.152], [6.149, -2.739, -4.190], [3.765, -3.273, -4.570], [-1.409, 3.198, 0.906], [-0.321, 2.489, 0.331], [0.742, 3.185, -0.113], [1.156, 4.393, 0.410], [2.265, 5.037, -0.141], [2.782, 6.725, 0.545], [2.969, 4.482, -1.178], [2.573, 3.237, -1.691], [1.458, 2.591, -1.175], [0.995, 1.422, -1.624], [3.279, 2.613, -2.812], [2.843, 1.546, -3.443], [3.759, 1.314, -4.459], [3.765, 0.341, -5.454], [4.814, 0.347, -6.351], [5.839, 1.302, -6.271], [5.836, 2.287, -5.303], [4.775, 2.274, -4.406], [4.439, 3.097, -3.346], [-1.167, 3.535, 1.917], [-2.232, 2.491, 0.956], [-1.678, 4.048, 0.274], [0.625, 4.839, 1.239], [3.804, 5.022, -1.602], [1.535, 1.137, -2.400], [2.964, -0.382, -5.518], [4.847, -0.397, -7.136], [6.646, 1.272, -6.992], [6.619, 3.032, -5.251], [4.960, 3.887, -3.014], [-2.850, -1.205, -4.272], [-3.674, -2.092, -2.169], [-1.912, -1.466, -0.476], [-4.193, -4.416, -1.967], [-5.690, -0.614, -1.759], [-1.941, 1.344, -1.979], [-2.889, 1.484, -1.644], [-2.008, 0.669, -2.742], [-1.635, 2.223, -2.387]], "forces_ev_per_a": [[0.95, -0.05, -0.85], [0.00, -0.01, 0.01], [-0.02, -0.02, 0.15], [0.58, 0.72, 0.06], [-0.03, 0.01, -0.16], [-0.01, -0.13, -0.15], [-0.80, 1.15, 1.12], [0.35, -0.71, -0.37], [-0.01, -0.03, 0.41], [-0.12, -0.21, -0.32], [-0.23, -0.10, -0.08], [0.10, 0.18, 0.24], [0.11, -0.22, -0.15], [0.87, 0.99, 0.15], [-0.05, -0.02, 0.11], [0.00, 0.07, 0.03], [0.00, -0.03, -0.05], [0.01, 0.00, 0.04], [0.00, -0.01, 0.00], [0.02, -0.03, -0.04], [-0.02, 0.03, -0.02], [-0.01, 0.07, 0.01], [0.11, -0.11, -0.11], [0.01, 0.00, 0.01], [0.00, 0.00, 0.01], [-0.01, 0.03, 0.00], [0.05, 0.00, -0.01], [-0.01, 0.03, -0.02], [0.01, 0.00, 0.00], [0.01, -0.02, 0.01], [-0.01, 0.03, -0.03], [0.00, -0.01, 0.15], [0.05, -0.08, -0.39], [0.10, 0.08, 0.08], [-0.03, 0.08, -0.01], [-0.08, -0.13, -0.02], [0.02, 0.05, 0.04], [-0.03, -0.04, 0.03], [0.26, 0.00, -0.26], [-0.20, -0.06, 0.25], [-0.15, 0.03, 0.22], [-0.20, 0.09, 0.15], [0.23, 0.12, -0.10], [-0.08, -0.05, 0.05], [0.00, 0.00, 0.03], [0.07, 0.04, -0.01], [-0.03, -0.05, -0.05], [-0.02, 0.00, 0.04], [0.04, 0.03, -0.01], [-0.02, -0.12, -0.05], [-0.01, -0.03, 0.00], [0.01, 0.01, 0.01], [0.01, 0.00, 0.01], [-0.02, 0.00, -0.03], [0.03, -0.01, 0.00], [0.10, -0.03, -0.13], [-0.01, -0.03, 0.03], [0.01, -0.01, -0.01], [0.00, 0.00, 0.00], [0.01, 0.00, 0.00], [0.01, 0.00, 0.03], [-0.12, -0.05, -0.11], [0.39, 0.16, -0.23], [-2.34, -2.02, 0.16], [-0.01, 0.08, 0.11], [0.12, 0.04, -0.05], [0.11, 0.40, 0.11], [-0.02, -0.08, -0.03], [-0.03, 0.01, 0.05], [-0.04, -0.01, -0.03]]}



{"formula": "C5H10OP2", "method": "ωB97M-V/def2-TZVPD", "charge": 0, "relative_energy_ev": 1.623, "homo_energy_ev": -7.86, "homo_lumo_gap_ev": 7.66, "lumo_energy_ev": -0.193, "total_energy_ha": -954.3922, "elements": ["C", "C", "C", "C", "C", "O", "P", "P", "H", "H", "H", "H", "H", "H", "H", "H", "H", "H"], "positions_angstrom": [[0.348, 0.653, 1.370], [0.023, -0.591, 1.062], [-0.747, -1.594, 1.820], [0.385, 2.713, -0.550], [-0.326, -1.359, -1.980], [1.818, -0.036, -0.848], [1.509, 1.642, 0.489], [0.918, -1.298, -0.519], [0.053, 1.074, 2.461], [-1.419, -1.275, 2.713], [-0.115, -2.371, 2.325], [-1.312, -2.126, 1.037], [0.690, 3.765, -0.520], [-0.687, 2.673, -0.344], [0.627, 2.233, -1.457], [-0.981, -2.268, -1.977], [0.223, -1.372, -2.932], [-1.007, -0.464, -2.150]], "forces_ev_per_a": [[-0.74, 0.68, 3.18], [0.74, -0.62, -1.39], [-1.08, -0.97, 1.74], [0.11, 0.35, 1.63], [-1.30, 0.88, 0.01], [-0.07, 3.06, 1.53], [0.14, -1.64, -1.98], [-0.93, -0.24, 0.25], [0.51, -0.76, -2.56], [0.88, 0.05, -1.86], [-0.09, 0.65, -0.80], [-0.33, -0.11, 0.70], [0.23, -0.31, -0.24], [0.24, -0.39, 0.05], [-0.03, -0.12, -1.70], [0.64, 0.64, 0.24], [0.40, -0.31, 0.47], [0.67, -0.84, 0.71]]}